No. 1
# C2H4OS

The molecule C2H4OS (ωB97M-V/def2-TZVPD, the Open Molecules 2025 dataset).

Last column: Löwdin charge in e.
Element x y z (Å)
C  0.3933  0.3494  0.8665  -0.118
O  -0.7523  0.1653  0.1684  -0.145
C  -0.5473  -0.2979  -1.0326  -0.751
S  -1.6837  -0.9999  -1.9859  0.657
H  1.2494  0.3420  0.2376  0.070
H  0.5289  -0.5814  1.5637  0.139
H  0.3208  1.2096  1.4854  0.086
H  0.4908  -0.1872  -1.3031  0.062

Summary:
* SMILES string: COC=S
* E_tot: -551.98092 Ha
* net charge: 0
* gap between HOMO and LUMO: 9.25 eV
* LUMO: 0.35 eV
* relative energy (zero: lowest compared OMol25 entry of this formula, charge and spin): 1.2997 eV



No. 2
# C2H4OS2

A structure of composition C2H4OS2 (ωB97M-V/def2-TZVPD, the Open Molecules 2025 dataset).

Last column: Löwdin charge in e.
Element x y z (Å)
C  0.3165  0.3744  0.0364  -0.644
C  0.7348  -0.9308  -0.5219  -0.198
O  -2.2356  1.9615  0.6712  -0.634
S  0.1516  0.6230  1.7487  0.541
S  -1.8331  0.6349  1.0665  0.616
H  0.2128  1.2793  -0.6274  0.086
H  1.1941  -0.8118  -1.4935  0.065
H  -0.0340  -1.5490  -0.9220  0.060
H  1.4930  -1.5814  0.0420  0.107

Summary:
* E_tot: -950.12726 Ha
* net charge: 0
* gap between HOMO and LUMO (alpha / beta): 7.81 / 7.78 eV
* LUMO (alpha / beta): -0.64 / -0.65 eV
* relative energy (zero: lowest compared OMol25 entry of this formula, charge and spin): 2.2157 eV



No. 3
# C2H4OS2

The molecule C2H4OS2 (ωB97M-V/def2-TZVPD, the Open Molecules 2025 dataset).

Last column: Löwdin charge in e.
Element x y z (Å)
O  1.2965  -0.5580  1.0005  -0.038
C  0.8438  0.5084  0.3142  -0.978
S  1.7391  1.7754  -0.0587  0.753
C  -0.6394  0.4170  -0.0752  -0.497
S  -1.2871  -1.3465  -0.3736  0.712
H  0.7024  -1.3186  0.9305  0.040
H  -0.8149  1.0747  -0.9364  0.064
H  -1.2427  0.9283  0.6945  0.086
H  -0.5977  -1.4807  -1.4958  -0.142

Summary:
* SMILES string: OC(=S)CS
* E_tot: -950.20134 Ha
* net charge: 0
* gap between HOMO and LUMO: 9.22 eV
* LUMO: 0.25 eV
* relative energy (zero: lowest compared OMol25 entry of this formula, charge and spin): 0.1999 eV



No. 4
# C2H4OS2

A cluster of 2 separate species, C2H4OS2 in total (ωB97M-V/def2-TZVPD, the Open Molecules 2025 dataset).

Last column: Löwdin charge in e.
Element x y z (Å)
C  1.1711  0.3396  -0.1149  -1.118
C  -1.5786  -0.2629  0.1644  -0.306
O  -0.3931  -0.8748  0.3630  -0.310
S  0.5778  1.8059  -0.2493  0.775
S  2.3515  -0.8044  -0.0106  0.827
H  -1.9091  -0.1371  -0.8916  0.085
H  -1.4582  0.7545  0.4083  -0.018
H  -2.2840  -0.8396  0.7020  0.081
H  3.5226  0.0188  -0.3714  -0.015

Summary:
* E_tot: -950.08348 Ha
* net charge: 0
* gap between HOMO and LUMO (alpha / beta): 8.43 / 8.42 eV
* LUMO (alpha / beta): -0.55 / -0.55 eV
* relative energy (zero: lowest compared OMol25 entry of this formula, charge and spin): 3.4073 eV



No. 5
# C2H4OS2

A cluster of 2 separate species, C2H4OS2 in total (ωB97M-V/def2-TZVPD, the Open Molecules 2025 dataset).

Last column: Löwdin charge in e.
Element x y z (Å)
C  0.4428  0.1580  1.3015  -0.058
C  -0.4113  0.5155  0.3696  -0.340
O  0.9053  -1.4284  -0.9889  -0.550
S  0.3933  1.7507  -2.8074  0.062
S  -0.2134  -0.5369  -1.1623  0.682
H  0.4111  0.5104  2.4454  0.123
H  0.9970  -0.7235  1.1717  0.025
H  -1.2961  1.0792  0.4570  0.057
H  -1.2287  -1.3250  -0.7867  0.000

Summary:
* E_tot: -950.01308 Ha
* net charge: 0
* gap between HOMO and LUMO (alpha / beta): 7.21 / 7.16 eV
* LUMO (alpha / beta): -2.35 / -2.41 eV
* relative energy (zero: lowest compared OMol25 entry of this formula, charge and spin): 5.3228 eV



No. 6
# C2H4OS2

A cluster of 2 separate species, C2H4OS2 in total (ωB97M-V/def2-TZVPD, the Open Molecules 2025 dataset).

Last column: Löwdin charge in e.
Element x y z (Å)
C  0.2891  0.6748  0.8638  -1.150
C  -0.2904  -1.2285  -1.3077  0.078
O  -0.9554  0.5763  1.3359  -0.053
S  1.1744  1.9926  0.1965  0.556
S  1.9545  0.3897  1.3006  0.550
H  -1.1082  -1.6676  -0.6973  -0.003
H  0.6376  -1.6164  -0.9967  -0.059
H  -0.3590  -0.6028  -2.1377  -0.048
H  -1.3427  1.4821  1.4427  0.128

Summary:
* E_tot: -950.00645 Ha
* net charge: 0
* gap between HOMO and LUMO: 5.92 eV
* LUMO: -0.77 eV
* relative energy (zero: lowest compared OMol25 entry of this formula, charge and spin): 5.5033 eV



No. 7
# C2H4OS2

A cluster of 2 separate species, C2H4OS2 in total (ωB97M-V/def2-TZVPD, the Open Molecules 2025 dataset).

Last column: Löwdin spin population.
Element x y z (Å)
C  0.2494  0.5446  -0.5823  0.198
C  -0.6997  -1.0525  0.8897  0.607
O  0.5944  1.2986  0.4382  0.004
S  -0.3471  0.8539  -2.1936  0.531
S  1.3362  -0.2664  -1.7064  0.546
H  -1.7795  -0.9268  0.9311  0.042
H  -0.1046  -0.6151  1.7317  0.031
H  -0.3425  -1.8937  0.3519  0.043
H  1.0934  2.0577  0.1396  -0.002

Summary:
* ⟨S²⟩: 2.0180
* E_tot: -949.94198 Ha
* net charge: 0
* gap between HOMO and LUMO (alpha / beta): 3.88 / 3.79 eV
* multiplicity: 3
* LUMO (alpha / beta): -1.16 / -3.34 eV
* relative energy (zero: lowest compared OMol25 entry of this formula, charge and spin): 4.4338 eV



No. 8
# C2H4OSSi

The molecule C2H4OSSi (ωB97M-V/def2-TZVPD, the Open Molecules 2025 dataset).

Last column: Löwdin charge in e.
Element x y z (Å)
C  -0.7775  0.5138  -0.1318  -0.270
C  0.0629  1.0884  -0.9864  -0.573
S  1.7608  0.6862  -1.0576  0.922
O  1.5671  -0.8769  0.2098  -0.570
Si  0.0388  -0.9752  0.7546  0.444
H  -1.8219  0.5866  0.0946  0.044
H  -0.0848  1.8737  -1.6689  0.040
H  -0.2329  -0.4079  2.1934  -0.024
H  -0.5126  -2.4885  0.5923  -0.013

Summary:
* SMILES string: C1=CSO[SiH2]1
* E_tot: -841.45479 Ha
* net charge: 0
* gap between HOMO and LUMO: 7.70 eV
* LUMO: -1.25 eV
* relative energy (zero: lowest compared OMol25 entry of this formula, charge and spin): 1.6238 eV



No. 9
# C2H4P2

A cluster of 2 separate species, C2H4P2 in total (ωB97M-V/def2-TZVPD, the Open Molecules 2025 dataset).

Last column: Löwdin charge in e.
Element x y z (Å)
C  0.8141  -1.0605  1.1376  -0.750
C  -1.2124  -0.0156  0.4639  -0.710
P  -0.5696  -0.6839  2.0937  0.768
P  0.1029  -0.9861  -0.4585  0.699
H  1.7396  -1.5197  1.4405  -0.022
H  -2.2527  -0.2216  0.2074  0.009
H  -1.0317  1.0562  0.3870  0.012
H  1.4063  0.6620  -2.3371  -0.006

Summary:
* E_tot: -761.13174 Ha
* net charge: 0
* gap between HOMO and LUMO (alpha / beta): 7.93 / 7.03 eV
* LUMO (alpha / beta): -1.03 / -0.59 eV
* relative energy (zero: lowest compared OMol25 entry of this formula, charge and spin): 3.3508 eV



No. 10
# C2H4P2

A structure of composition C2H4P2 (ωB97M-V/def2-TZVPD, the Open Molecules 2025 dataset).

Last column: Löwdin charge in e.
Element x y z (Å)
C  0.2528  -0.5976  1.2060  -0.776
C  -0.6832  0.7666  -0.5269  -0.721
P  -0.5116  0.8862  1.3532  0.755
P  -0.2844  -1.0909  -0.4389  0.702
H  0.7752  -0.9070  2.1048  -0.023
H  -1.8067  1.0407  -0.8495  0.052
H  -0.0084  1.3642  -1.1508  0.007
H  2.2661  -1.4622  -1.6979  0.003

Summary:
* E_tot: -761.11497 Ha
* net charge: 0
* gap between HOMO and LUMO (alpha / beta): 7.90 / 7.25 eV
* LUMO (alpha / beta): -1.09 / -0.51 eV
* relative energy (zero: lowest compared OMol25 entry of this formula, charge and spin): 3.8072 eV



No. 11
# C2H4P2S

A structure of composition C2H4P2S (ωB97M-V/def2-TZVPD, the Open Molecules 2025 dataset).

Last column: Löwdin charge in e.
Element x y z (Å)
C  -0.8288  0.2582  0.1889  -1.196
C  0.1410  1.3975  -0.0044  -0.179
P  1.2098  -1.9134  -0.4348  0.353
P  -0.3784  -1.3682  0.7418  0.424
S  -2.4076  0.1020  -0.3330  0.596
H  -0.2447  2.3129  -0.4323  0.068
H  0.9041  0.8230  -0.5745  0.034
H  0.7146  1.7231  0.8938  0.091
H  0.8900  -3.3352  -0.0455  -0.190

Summary:
* E_tot: -1159.42276 Ha
* net charge: 0
* gap between HOMO and LUMO: 7.35 eV
* LUMO: -1.26 eV
* relative energy (zero: lowest compared OMol25 entry of this formula, charge and spin): 1.7636 eV



No. 12
# C2H4S

A cluster of 3 separate species, C2H4S in total (ωB97M-V/def2-TZVPD, the Open Molecules 2025 dataset).

Last column: Löwdin charge in e.
Element x y z (Å)
C  -0.5698  -0.3668  -0.0524  -0.241
C  0.7238  0.2079  -0.2297  -0.907
H  -1.8360  0.5424  -0.1755  0.199
H  -0.3729  0.0441  1.3285  0.205
H  -0.7244  -1.5859  -0.4883  0.139
H  0.4260  1.3396  -0.3437  0.070
S  2.3532  -0.1812  -0.0388  0.536

Summary:
* E_tot: -476.59029 Ha
* net charge: 0
* gap between HOMO and LUMO: 8.32 eV
* LUMO: -0.27 eV
* relative energy (zero: lowest compared OMol25 entry of this formula, charge and spin): 4.6490 eV